# C19H52N2O7

A cluster of 7 separate species, C19H52N2O7 in total (ωB97M-V/def2-TZVPD, OMol25).

Last column: Löwdin charge in e.
Cartesian coordinates (Å):
N -0.6128 -0.3188 1.2362  0.168
C 0.2141 -0.5673 0.1963  -0.689
N -0.0320 -1.7775 -0.2036  0.196
O 1.0755 0.2378 -0.1097  0.032
H -1.2285 -1.0430 1.5777  0.085
H -0.3163 0.4826 1.7746  0.081
H -0.6191 -2.3797 0.3557  0.070
H 0.6582 -2.1632 -0.8321  0.102
C -2.2423 3.0142 -1.7901  -0.056
C -1.4494 3.9316 -0.8502  -0.481
C -0.9075 3.2353 0.4048  -0.037
O -0.3673 4.5098 -1.5420  -0.047
H -3.2168 2.9109 -1.3130  0.078
H -1.8602 1.9997 -1.9046  0.065
H -2.3682 3.3575 -2.8170  0.078
H -2.1680 4.6863 -0.5306  0.124
H -0.1867 3.8902 0.8944  0.082
H -0.4024 2.3186 0.1004  0.052
H -1.6373 2.9425 1.1596  0.062
H -0.7100 4.5683 -2.4368  0.068
C 2.3233 0.6973 3.1724  -0.042
C 3.3402 1.8167 2.8532  -0.506
C 2.9273 2.6051 1.6083  -0.049
O 3.1934 2.7262 3.8520  -0.040
H 1.3581 1.1642 3.3686  0.060
H 2.5874 0.0309 3.9936  0.078
H 2.1573 0.1101 2.2692  0.060
H 4.3670 1.4653 2.7519  0.139
H 3.2630 2.1314 0.6857  0.064
H 3.3442 3.6072 1.5079  0.084
H 1.8445 2.7017 1.5294  0.062
H 3.8930 2.4972 4.4683  0.098
C -3.4343 1.3430 3.5393  -0.017
C -2.4586 0.8797 4.6596  -0.540
C -1.5035 -0.2196 4.2503  -0.056
O -1.7347 1.9384 5.1559  -0.025
H -3.9415 0.4304 3.2264  0.077
H -2.8793 1.7657 2.7017  0.057
H -4.0712 2.0787 4.0304  0.080
H -2.9732 0.4476 5.5178  0.128
H -1.1912 -0.8300 5.0976  0.083
H -0.6078 0.3211 3.9445  0.057
H -1.9202 -0.8888 3.4976  0.064
H -1.5398 1.5499 6.0119  0.097
C -0.7045 -5.1156 0.2265  -0.050
C -2.0059 -4.6560 -0.4017  -0.522
C -3.1734 -5.5469 0.0699  -0.050
O -2.2479 -3.4141 0.0985  -0.062
H 0.0832 -4.3953 0.0056  0.060
H -0.4570 -6.0404 -0.2946  0.084
H -0.6873 -5.4412 1.2665  0.090
H -1.9509 -4.6443 -1.4902  0.136
H -3.4105 -5.5310 1.1337  0.081
H -2.9638 -6.6111 -0.0375  0.077
H -4.0701 -5.2148 -0.4535  0.076
H -2.8006 -2.9896 -0.5618  0.114
C 0.8725 2.1598 -3.7511  -0.048
C 2.2698 1.9338 -3.1313  -0.451
C 2.6357 3.1216 -2.1759  -0.044
O 2.3506 0.6903 -2.4927  -0.071
H 0.9326 1.6692 -4.7226  0.069
H 0.5378 3.1829 -3.9226  0.068
H 0.1036 1.6596 -3.1623  0.066
H 2.9972 2.0395 -3.9361  0.130
H 2.7140 4.0520 -2.7382  0.081
H 3.5414 2.8869 -1.6167  0.067
H 1.9035 3.2192 -1.3744  0.055
H 1.8504 0.7529 -1.6757  0.039
C 0.8998 -4.0138 -3.1442  -0.042
C 1.6759 -2.7293 -3.5913  -0.483
C 0.6816 -1.6661 -4.0234  -0.061
O 2.5320 -2.1718 -2.6375  -0.032
H 0.0385 -3.7006 -2.5541  0.034
H 1.4536 -4.6144 -2.4228  0.075
H 0.4417 -4.6276 -3.9198  0.080
H 2.1662 -2.9781 -4.5325  0.122
H 1.1170 -0.6668 -4.0255  0.056
H -0.1782 -1.6463 -3.3537  0.070
H 0.2501 -1.9355 -4.9874  0.083
H 2.6352 -1.2222 -2.7330  0.049

Force components x, y, z for each atom (eV/Å):
-0.56 1.71 0.84
-0.43 1.03 2.67
1.17 -2.64 -2.75
0.56 0.41 -1.11
0.25 0.61 0.25
-0.61 -0.30 0.30
0.14 -0.04 -0.58
-0.14 -0.33 -0.14
-0.35 -0.67 0.77
-0.58 -0.77 0.31
0.26 -0.18 -0.47
0.09 0.16 -0.11
-0.29 -0.12 -0.34
0.41 -0.01 0.29
-0.08 0.56 0.10
0.08 0.50 0.04
0.02 0.04 -0.05
0.26 0.01 0.01
-0.37 0.24 -0.25
0.47 0.32 -0.25
0.24 -0.27 -1.41
-1.73 -0.63 -1.89
0.14 -0.60 -1.30
1.17 1.68 2.77
0.13 0.23 0.28
0.17 0.18 0.06
0.13 -0.38 -0.01
0.08 -0.21 0.02
-0.19 -0.44 -0.03
0.18 0.02 0.73
-0.04 -0.06 0.15
-0.22 0.49 0.64
1.11 -0.74 1.52
-1.39 -1.45 -1.15
0.48 0.03 -0.20
0.62 1.04 0.95
-0.44 0.35 -0.19
-0.06 0.08 0.05
-0.30 -0.04 -0.55
-1.12 0.08 -0.18
-0.11 -0.03 0.13
0.10 -0.45 -0.56
0.17 0.07 -0.02
0.81 1.03 0.47
0.58 -1.05 -1.27
-0.12 -2.78 1.99
0.05 -0.56 -0.35
-0.81 2.80 0.14
0.11 -0.15 0.23
0.40 -0.08 -0.19
-0.53 0.68 0.18
0.20 -0.15 -0.10
0.42 0.87 0.17
-0.17 -0.09 -0.84
-0.17 -0.46 -0.11
-0.20 0.64 0.29
0.28 -0.80 -0.41
-0.28 2.71 0.58
-0.30 -1.26 0.31
0.67 -0.03 -0.81
-0.52 -0.06 -0.16
0.47 0.13 0.16
0.05 -0.01 0.10
0.16 -0.78 -0.04
0.05 -0.02 0.15
0.43 0.13 -0.44
-0.42 0.20 -0.25
-0.34 -0.35 0.79
0.14 0.98 1.26
-1.31 0.11 -1.31
-0.97 -0.17 -0.03
0.31 -1.66 1.06
-0.22 0.30 0.15
0.42 -0.24 -0.42
0.62 0.13 -0.35
0.88 -0.25 0.13
0.01 -0.18 -0.30
-0.01 0.19 0.35
0.13 0.22 -0.25
-0.23 0.51 -0.25

Computed properties:
LUMO energy   0.358 eV
2S+1   1
Kohn-Sham gap   9.951 eV
Total energy   -1391.24760 hartree
SMILES   NC(N)=O.CC(C)O.CC(C)O.CC(C)O.CC(C)O.CC(C)O.CC(C)O

***

# C19H52N7O2P2

A cluster of 3 separate species, C19H52N7O2P2 in total (ωB97M-V/def2-TZVPD, OMol25).

Last column: Löwdin charge in e.
Cartesian coordinates (Å):
C 2.2039 2.1673 7.6308  -0.097
C 2.8119 3.3745 6.9136  -0.225
C 3.2396 3.1596 5.4453  -0.154
C 3.7182 1.7612 5.0739  -0.298
C 4.9293 1.1535 5.8207  -0.099
C 4.6956 -0.3642 5.8335  -0.077
N 3.2272 -0.5329 5.5300  0.073
C 2.6679 0.6678 4.8204  -0.061
H 2.8143 1.2664 7.5482  0.048
H 2.1577 2.3874 8.6964  0.083
H 1.1736 1.9798 7.3315  0.081
H 2.0482 4.1508 6.9179  0.110
H 3.6400 3.7609 7.5053  0.107
H 2.4074 3.4106 4.7879  0.121
H 4.0518 3.8532 5.2395  0.120
H 4.1413 1.9128 4.0755  0.139
H 5.0226 1.5566 6.8259  0.117
H 5.8479 1.3385 5.2756  0.123
H 5.3241 -0.9662 5.1889  0.134
H 4.7951 -0.7588 6.8419  0.128
H 2.7565 -0.5432 6.4358  0.159
H 2.9141 -1.4173 5.1255  0.189
H 2.5172 0.4483 3.7664  0.111
H 1.7252 0.9520 5.2780  0.123
O 2.0860 -1.0066 1.7213  -0.323
P 1.6273 -1.1413 0.3050  0.613
N -0.0723 -1.0755 0.3620  -0.321
C -0.9155 -2.1953 0.7345  -0.106
C -0.5877 0.1880 0.8683  -0.125
N 2.2803 -2.6807 -0.0951  -0.304
C 1.5105 -3.7776 -0.6460  -0.133
C 3.3653 -3.1774 0.7385  -0.144
N 1.7787 -0.5182 -1.2205  -0.309
C 0.6963 -0.2711 -2.1638  -0.103
C 3.1212 -0.4453 -1.7877  -0.107
H -1.8865 -2.0842 0.2446  0.087
H -1.0821 -2.2622 1.8186  0.087
H -0.5145 -3.1442 0.3992  0.041
H -0.2487 1.0210 0.2460  0.077
H -0.2688 0.3828 1.9011  0.070
H -1.6768 0.1842 0.8362  0.089
H 0.9907 -4.3513 0.1317  0.077
H 2.1742 -4.4673 -1.1736  0.085
H 0.7800 -3.4320 -1.3792  0.080
H 3.0057 -3.6508 1.6633  0.079
H 4.0446 -2.3753 1.0152  0.062
H 3.9416 -3.9154 0.1765  0.083
H 0.2324 -1.2009 -2.5000  0.082
H 1.0848 0.2530 -3.0370  0.079
H -0.0784 0.3729 -1.7557  0.066
H 3.3066 -1.2869 -2.4609  0.089
H 3.8786 -0.4675 -1.0039  0.074
H 3.2596 0.4855 -2.3396  0.084
O -2.8297 1.1243 -2.9129  -0.299
P -3.7405 0.8928 -4.0668  0.614
N -4.8512 -0.2920 -3.5453  -0.325
C -4.5513 -1.7090 -3.4994  -0.112
C -5.6643 0.1364 -2.4168  -0.132
N -2.6161 0.3671 -5.2622  -0.302
C -2.7319 -0.8599 -6.0190  -0.136
C -1.2241 0.7113 -5.0217  -0.135
N -4.7630 1.6266 -5.1515  -0.317
C -6.0663 1.1510 -5.5870  -0.097
C -4.2118 2.7165 -5.9494  -0.112
H -5.4800 -2.2749 -3.6154  0.087
H -4.0785 -2.0146 -2.5555  0.084
H -3.9050 -2.0196 -4.3123  0.040
H -6.2385 1.0318 -2.6729  0.073
H -5.0581 0.3647 -1.5320  0.077
H -6.3790 -0.6449 -2.1561  0.085
H -2.3475 -1.7279 -5.4660  0.075
H -2.1560 -0.7813 -6.9453  0.083
H -3.7638 -1.0580 -6.3146  0.079
H -0.7527 0.0085 -4.3257  0.054
H -1.1338 1.7099 -4.6024  0.073
H -0.6663 0.7057 -5.9616  0.087
H -5.9876 0.2308 -6.1705  0.081
H -6.5300 1.9136 -6.2136  0.084
H -6.7495 0.9788 -4.7589  0.065
H -3.9245 2.3675 -6.9455  0.088
H -3.3273 3.1392 -5.4730  0.076
H -4.9356 3.5266 -6.0543  0.082

Force components x, y, z for each atom (eV/Å):
0.01 0.39 0.36
-0.28 -0.20 -0.18
-0.24 -0.31 0.97
1.15 0.22 -1.97
-0.49 -0.35 -0.01
-0.17 0.03 0.91
-1.11 -0.30 0.59
0.19 0.70 0.34
-0.03 -0.08 -0.07
-0.03 -0.05 0.08
0.03 -0.21 -0.22
0.11 0.20 0.09
0.13 -0.06 -0.03
0.04 0.04 -0.13
-0.03 0.09 -0.22
-0.14 0.10 -0.09
0.06 -0.10 0.10
0.10 0.28 0.09
-0.19 0.14 -0.43
0.30 -0.14 -0.02
0.08 0.06 0.06
0.52 0.03 -0.50
0.07 -0.21 -0.03
-0.17 -0.35 0.00
1.24 2.18 -0.34
-2.30 -3.74 -0.44
0.13 -0.16 -0.34
-0.02 -0.16 0.19
0.20 0.24 -0.01
0.10 -0.05 0.59
0.03 0.09 -0.54
-0.11 -0.04 0.27
1.02 1.57 0.61
-0.32 0.34 0.11
0.06 -0.04 -0.01
-0.03 0.08 0.08
0.02 0.02 -0.01
0.05 0.09 0.06
0.01 0.00 0.07
-0.07 -0.03 0.01
0.00 -0.06 -0.08
0.05 -0.06 -0.05
0.04 0.03 0.02
-0.04 0.09 0.09
0.05 -0.03 -0.01
-0.04 0.03 0.02
-0.09 -0.03 -0.06
0.00 -0.01 0.02
0.23 -0.08 0.06
-0.09 -0.11 0.00
0.01 0.00 0.00
-0.02 -0.07 0.03
-0.06 0.02 0.01
-0.81 2.32 0.08
0.63 -4.00 -1.24
-0.12 -0.01 -0.56
0.18 -0.13 0.11
0.01 0.27 0.07
0.23 0.02 0.31
-0.25 0.15 -0.40
0.11 -0.15 0.25
0.02 1.69 0.95
-0.26 -0.04 0.23
0.07 0.02 -0.04
-0.02 0.02 0.12
0.01 0.02 0.00
0.01 0.10 0.08
0.06 0.02 0.06
-0.02 -0.05 0.01
0.01 -0.04 -0.09
0.04 0.00 -0.09
0.03 0.04 0.02
-0.03 0.01 0.12
0.12 0.02 -0.06
-0.04 -0.03 0.09
-0.13 -0.13 -0.08
0.00 -0.01 0.02
0.14 0.05 -0.03
0.05 -0.09 0.02
0.01 0.00 0.00
0.04 -0.06 0.00
-0.04 -0.03 0.04

Computed properties:
LUMO energy   -2.626 eV
2S+1   1
Kohn-Sham gap   7.150 eV
Net charge   +1
Total energy   -1971.38110 hartree